DFT (the ωB97M-V functional and the def2-TZVPD basis) results for a molecular structure, C8H9I3 in a non-equilibrium geometry.

Summary:
Electronic energy   -1203.106097 a.u.
LUMO energy (spin up / spin down)   -0.043 / -0.043 hartree
HOMO energy (spin up / spin down)   -8.4 / -8.4 eV
HOMO-LUMO gap (spin up / spin down)   7.2 / 7.2 eV

```
! wB97M-V def2-TZVPD RIJCOSX def2/J DEFGRID3
* xyz 0 1
C 2.1042 0.6909 0.0250
C 2.5520 -0.0543 -0.9866
C 1.5371 -0.8457 -1.5872
C 0.7881 0.2945 0.8020
C 0.0806 -0.6208 -1.9619
C -0.5885 0.5714 -0.0138
C -1.0189 -0.1857 -1.2731
C 0.8862 -1.1113 1.4077
I -4.1903 1.7728 1.4972
I -0.4362 2.5397 -0.8039
I -2.9524 -0.3574 -1.8955
H 2.6892 1.3763 0.5539
H 1.9932 -1.5449 -2.1705
H -5.5709 1.5279 2.2002
H 0.6499 1.0178 1.5642
H -0.0792 -1.1365 -2.8855
H -1.4761 0.5409 0.6817
H 1.8312 -1.1976 2.0356
H 1.1063 -1.9771 0.7847
H 0.0945 -1.3009 2.0260
*
```

How is the electron density shared among the atoms? According to Löwdin, the charges in e are: C -0.1534; C 0.0106; C -0.0640; C -0.3737; C -0.1668; C -0.7146; C -0.9214; C -0.0582; I 0.4410; I 0.9230; I 0.9184; H 0.0692; H 0.0467; H -0.3748; H 0.0914; H 0.0746; H 0.0216; H 0.1094; H 0.0812; H 0.0396


DFT (the ωB97M-V functional and the def2-TZVPD basis) results for 2 unconnected molecules or ions with the total composition C8H9IN2 in a non-equilibrium geometry.

Summary:
Electronic energy   -717.220952 a.u.
LUMO energy (spin up / spin down)   0.003 / -0.012 hartree
HOMO energy (spin up / spin down)   -8.5 / -7.9 eV
HOMO-LUMO gap (spin up / spin down)   8.6 / 7.6 eV

```
! wB97M-V def2-TZVPD RIJCOSX def2/J DEFGRID3
* xyz 0 1
C -2.5566 -1.1466 -0.3244
C -3.3005 -0.0505 -0.7487
C -1.4092 -0.9977 0.5099
C -2.7439 1.2506 -0.5242
C -1.0211 0.3338 0.5746
C 2.4676 -1.4322 -0.5459
C 1.6675 -0.3456 -0.4758
C 2.1108 0.6993 0.5198
N -1.6094 1.3582 0.0994
N 1.2423 0.8434 1.6011
I 1.2568 -0.5837 3.0297
H -2.9044 -2.0283 -0.6038
H -4.0682 -0.1998 -1.4334
H -1.0645 -1.8252 1.0414
H -3.1489 2.2204 -0.8024
H 2.3679 -2.2397 -1.2303
H 3.3360 -1.5689 0.0360
H 0.7851 0.0028 -1.0100
H 2.0827 1.5816 -0.1306
H 3.1153 0.5303 0.8876
*
```

How is the electron density shared among the atoms? According to Löwdin, the charges in e are: C -0.0469; C -0.0323; C -0.0555; C -0.1219; C -0.1194; C 0.0095; C -0.1870; C -0.4733; N 0.0738; N -0.4862; I 0.7570; H 0.0573; H 0.0779; H 0.0585; H 0.1100; H 0.0384; H 0.0402; H 0.0916; H 0.1143; H 0.0940


DFT (the ωB97M-V functional and the def2-TZVPD basis) results for a gas-phase ion, C8H9N2O (charge +1) in a non-equilibrium geometry.

Summary:
Electronic energy   -494.552011 a.u.
LUMO energy (spin up / spin down)   -0.163 / -0.163 hartree
HOMO energy (spin up / spin down)   -10.8 / -10.8 eV
HOMO-LUMO gap (spin up / spin down)   6.4 / 6.4 eV

```
! wB97M-V def2-TZVPD RIJCOSX def2/J DEFGRID3
* xyz 1 1
C 1.3901 2.1672 0.0897
C 0.1594 1.7332 0.5407
C 2.1280 1.2863 -0.6647
C 1.8264 -0.0560 -0.7669
C -0.1752 0.3517 0.4982
C 0.5728 -1.8131 0.3899
C 0.2104 -3.0683 0.5664
C -2.4632 0.6458 -0.0311
N 0.8150 -0.5930 0.0501
N -1.3975 -0.0706 0.1070
O -3.5465 0.1524 -0.5627
H 1.6315 3.1584 0.1433
H -0.5413 2.3733 0.9390
H 2.8092 1.6536 -1.3963
H 2.4726 -0.8124 -1.0569
H 0.4883 -3.5455 1.5340
H -0.2261 -3.7972 -0.1612
H -2.4603 1.6333 0.3057
H -1.5059 -1.1418 -0.0370
H -3.3485 -0.7374 -0.7553
*
```

How is the electron density shared among the atoms? According to Löwdin, the charges in e are: C -0.0609; C 0.0156; C -0.0354; C 0.0027; C -0.2122; C -0.0511; C 0.0712; C -0.1061; N -0.0196; N 0.1401; O 0.1867; H 0.0882; H 0.0927; H 0.1218; H 0.1109; H 0.0912; H 0.0955; H 0.1506; H 0.2093; H 0.1088


DFT (the ωB97M-V functional and the def2-TZVPD basis) results for 2 unconnected molecules or ions with the total composition C8H9N2O2 in a non-equilibrium geometry.

Summary:
Electronic energy   -569.687647 a.u.
LUMO energy (spin up / spin down)   -0.196 / -0.338 hartree
<S²>   2.0407
HOMO energy (spin up / spin down)   -8.5 / -12.3 eV
HOMO-LUMO gap (spin up / spin down)   3.1 / 3.1 eV

```
! wB97M-V def2-TZVPD RIJCOSX def2/J DEFGRID3
* xyz 1 3
C -0.4944 3.0640 0.1160
C -0.7144 2.5421 1.3560
C -0.6840 2.2412 -0.9792
C -0.9470 1.1634 1.4891
C -0.9659 0.8911 -0.8107
C 2.5461 -1.6798 -0.7913
C 3.4976 -2.3855 -1.3361
C -1.3055 -1.0459 0.6248
N -1.8096 -1.7654 -0.2949
N -1.0538 0.3847 0.4423
O 1.6359 -1.2241 -0.2238
O -2.0320 -3.0771 -0.1603
H -0.3182 4.1349 -0.0096
H -0.7359 3.1054 2.2531
H -0.3198 2.6104 -1.9379
H -0.9214 0.7589 2.5785
H -0.7472 0.2674 -1.6885
H 3.6037 -3.4563 -1.4209
H -1.6780 -3.2870 0.7630
H 4.4676 -1.8593 -1.6198
H -1.0239 -1.3833 1.6502
*
```

How is the electron density shared among the atoms? According to Löwdin, the charges in e are: C -0.0970; C -0.0561; C -0.0518; C -0.0869; C -0.0730; C -0.1007; C 0.1988; C -0.1125; N -0.0214; N -0.0780; O 0.2796; O 0.0199; H 0.1185; H 0.1038; H 0.1197; H 0.1640; H 0.1264; H 0.1169; H 0.1334; H 0.1492; H 0.1471


DFT (the ωB97M-V functional and the def2-TZVPD basis) results for a gas-phase ion, C8H9N2S (charge +1) in a non-equilibrium geometry.

Summary:
Electronic energy   -817.631858 a.u.
LUMO energy   -0.226 hartree
HOMO energy   -13.1 eV
HOMO-LUMO gap   6.9 eV

```
! wB97M-V def2-TZVPD RIJCOSX def2/J DEFGRID3
* xyz 1 1
C 0.7916 2.4309 -0.2681
C -0.5920 2.6069 -0.2435
C 1.3996 1.1437 -0.2778
C -1.3708 1.4756 -0.0109
C 0.5336 0.0309 -0.2518
C -0.8476 0.1503 -0.1335
C 1.1633 -1.3388 -0.2777
C -1.6841 -0.9161 0.1192
N 0.9060 -2.1549 -1.2222
N 2.0730 -1.5329 0.8015
S -3.4051 -0.7618 0.0869
H 1.5263 3.2193 -0.4842
H -0.9229 3.6090 -0.2911
H 2.4395 1.1610 -0.1005
H -2.4815 1.6889 0.1781
H -1.4413 -1.9452 0.4787
H 1.3627 -3.0697 -1.3130
H 1.6939 -1.5474 1.7404
H 2.5563 -2.3856 0.7160
H -3.7007 -1.8641 0.7535
*
```

How is the electron density shared among the atoms? According to Löwdin, the charges in e are: C 0.0072; C -0.0247; C 0.0402; C -0.0040; C -0.0966; C -0.2682; C -0.4282; C -0.2994; N 0.1723; N 0.1303; S 0.9993; H 0.1330; H 0.1104; H 0.1137; H 0.1266; H 0.1148; H 0.0801; H 0.1037; H 0.0746; H -0.0849


DFT (the ωB97M-V functional and the def2-TZVPD basis) results for C8H9N3O in the gas phase in a non-equilibrium geometry.

Summary:
Electronic energy   -549.725701 a.u.
LUMO energy   0.018 hartree
HOMO energy   -8.4 eV
HOMO-LUMO gap   8.9 eV
SMILES string   Cc1cc(=O)n2nccc2n1C

```
! wB97M-V def2-TZVPD RIJCOSX def2/J DEFGRID3
* xyz 0 1
C 1.7811 -2.0075 0.1165
C 0.7303 -1.0060 0.5362
C -0.0095 -1.1991 1.6368
C -1.1292 -0.2440 1.9898
O -1.7263 -0.3045 3.0118
N -1.2931 0.7803 1.0029
N -2.3548 1.6482 1.0805
C -2.2400 2.2869 -0.1181
C -1.2565 1.7376 -0.9602
C -0.6330 0.7532 -0.2034
N 0.4030 -0.0867 -0.4606
C 1.1436 0.2513 -1.6700
H 1.6665 -2.9679 0.6548
H 2.8154 -1.6731 0.2592
H 1.7257 -2.3480 -0.9742
H 0.3714 -1.9581 2.3317
H -2.8623 3.1397 -0.2803
H -1.0475 2.1138 -2.0010
H 1.5078 1.2871 -1.6264
H 0.4097 0.2447 -2.4608
H 1.9978 -0.4476 -1.8652
*
```

How is the electron density shared among the atoms? According to Löwdin, the charges in e are: C -0.0445; C -0.2581; C 0.0586; C -0.3903; O 0.1122; N -0.0155; N 0.1119; C -0.1346; C -0.0310; C -0.2346; N -0.0462; C -0.0186; H 0.0858; H 0.0853; H 0.1009; H 0.1242; H 0.0935; H 0.1162; H 0.1019; H 0.0850; H 0.0979


DFT (the ωB97M-V functional and the def2-TZVPD basis) results for C8H9N3O2 in the gas phase in a non-equilibrium geometry.

Summary:
Electronic energy   -624.797445 a.u.
LUMO energy   0.017 hartree
HOMO energy   -7.0 eV
HOMO-LUMO gap   7.4 eV
SMILES string   [H]/N=C(\N)Nc1ccc2c(c1)OCO2

```
! wB97M-V def2-TZVPD RIJCOSX def2/J DEFGRID3
* xyz 0 1
H -4.8854 -0.7145 0.1930
N -3.9890 -0.9019 -0.3420
C -3.0790 -0.1931 0.0357
N -2.8525 1.0978 0.5077
N -1.7880 -0.8077 -0.1455
C -0.5052 -0.3110 -0.1630
C -0.2349 1.1005 -0.3439
C 1.0332 1.5465 -0.1897
C 2.0562 0.6292 0.2106
C 1.8842 -0.7585 0.1558
C 0.6246 -1.3317 -0.0856
O 3.0365 -1.2415 0.3922
C 3.8983 -0.4022 -0.1177
O 3.3196 0.9598 -0.1103
H -2.3989 0.7416 1.4988
H -3.8606 1.8174 0.3990
H -1.7820 -1.9411 -0.2914
H -1.1365 1.7072 -0.3607
H 1.2893 2.7379 -0.5856
H 0.4154 -2.4279 0.0476
H 4.0206 -0.7865 -1.1087
H 4.9340 -0.5201 0.4038
*
```

How is the electron density shared among the atoms? According to Löwdin, the charges in e are: H 0.0822; N 0.1122; C -0.6581; N 0.0272; N 0.0335; C -0.2214; C -0.0915; C -0.0227; C -0.2507; C -0.3076; C 0.0928; O 0.0655; C -0.1843; O 0.0254; H 0.1858; H 0.2214; H 0.2045; H 0.0754; H 0.1900; H 0.1176; H 0.1293; H 0.1735


DFT (the ωB97M-V functional and the def2-TZVPD basis) results for C8H9N5 in the gas phase in a non-equilibrium geometry.

Summary:
Electronic energy   -583.993908 a.u.
LUMO energy   0.025 hartree
HOMO energy   -8.5 eV
HOMO-LUMO gap   9.2 eV
SMILES string   c1ccc(NCn2cncn2)nc1

```
! wB97M-V def2-TZVPD RIJCOSX def2/J DEFGRID3
* xyz 0 1
C 3.3035 1.1525 0.4192
C 2.1802 1.5290 -0.2846
C 1.0851 0.7232 -0.5224
C 1.2416 -0.6647 -0.1155
N 0.1430 -1.5449 -0.1728
C -1.2002 -1.2996 -0.7843
N -2.1378 -0.4072 -0.2062
C -2.7408 -0.5181 1.0166
N -3.4815 0.5379 1.2712
C -3.2752 1.3013 0.1199
N -2.5841 0.7432 -0.7761
N 2.4228 -1.0381 0.4309
C 3.4140 -0.2079 0.6683
H 4.1476 1.7782 0.6131
H 1.9295 2.4807 -0.6404
H 0.2184 0.9652 -1.1592
H 0.2037 -2.4817 0.2434
H -1.5899 -2.3409 -0.8436
H -1.1749 -0.9655 -1.8314
H -2.5681 -1.3640 1.6374
H -3.8056 2.2491 -0.1174
H 4.2686 -0.6277 1.0338
*
```

How is the electron density shared among the atoms? According to Löwdin, the charges in e are: C -0.0683; C -0.0994; C -0.0105; C -0.2852; N 0.0514; C -0.1611; N -0.1277; C -0.1429; N 0.0829; C -0.2403; N 0.0813; N 0.0900; C -0.1559; H 0.0927; H 0.0876; H 0.0974; H 0.1295; H 0.1354; H 0.1297; H 0.1187; H 0.1194; H 0.0753


DFT (the ωB97M-V functional and the def2-TZVPD basis) results for a molecular structure, C8H9N5 in a non-equilibrium geometry.

Summary:
Electronic energy   -583.939156 a.u.
LUMO energy   0.032 hartree
HOMO energy   -8.6 eV
HOMO-LUMO gap   9.4 eV

```
! wB97M-V def2-TZVPD RIJCOSX def2/J DEFGRID3
* xyz 0 1
C 1.0498 -0.6661 0.1846
C -1.1627 0.2084 0.0012
C -2.0388 1.3024 -0.2232
C -3.4253 1.0909 -0.2365
C -3.9067 -0.1598 -0.0043
C -2.9482 -1.1787 0.2400
C 3.4927 -0.8815 -0.4349
C 4.0889 0.9127 0.3045
H 0.9183 -1.5974 -0.6093
H 1.0229 -1.1975 1.2145
H 0.5637 1.0689 0.2643
H -1.6745 2.2329 -0.6579
H -4.1047 1.9796 -0.3454
H -4.9412 -0.5566 0.1661
H -3.5732 -2.0585 0.4135
H 3.5309 -1.9962 -1.1200
H 4.7968 1.7601 0.4680
N 0.1703 0.3422 -0.1123
N -1.6789 -1.0173 0.2200
N 2.4412 -0.3047 0.0754
N 4.5833 -0.2232 -0.3379
N 2.7953 0.9391 0.5296
*
```

How is the electron density shared among the atoms? According to Löwdin, the charges in e are: C -0.2076; C -0.3031; C -0.0088; C -0.1022; C -0.0986; C -0.1753; C -0.2668; C -0.2117; H 0.1766; H 0.1552; H 0.0516; H 0.1086; H 0.1218; H 0.1125; H 0.1036; H 0.2060; H 0.1154; N 0.0655; N 0.1223; N -0.1412; N 0.0724; N 0.1038


DFT (the ωB97M-V functional and the def2-TZVPD basis) results for 2 unconnected molecules or ions with the total composition C8H9NO in a non-equilibrium geometry.

Summary:
Electronic energy   -440.095969 a.u.
LUMO energy   0.035 hartree
HOMO energy   -8.8 eV
HOMO-LUMO gap   9.8 eV
SMILES string   COc1ccccn1.C#C

```
! wB97M-V def2-TZVPD RIJCOSX def2/J DEFGRID3
* xyz 0 1
C -0.2123 -1.2543 -2.2362
O 0.7747 -0.7709 -1.3557
C 0.4859 -0.7451 -0.0368
C 1.1515 0.1077 0.8078
C 0.6790 0.3413 2.0784
C -0.3851 -0.3766 2.5620
C -0.9995 -1.2395 1.6449
N -0.5535 -1.4050 0.4279
H -0.1370 -0.5548 -3.1359
H -1.1839 -1.3060 -1.7695
H -0.0333 -2.3536 -2.5245
H 1.8709 0.8342 0.4434
H 1.1684 1.2271 2.4901
H -0.6485 0.0671 3.4840
H -1.9093 -1.7459 1.8446
C 0.5232 2.2285 -0.9485
C -0.5129 2.5809 -0.5067
H 1.0894 1.5100 -1.6016
H -1.2425 3.1725 -0.0224
*
```

How is the electron density shared among the atoms? According to Löwdin, the charges in e are: C -0.0875; O -0.1028; C -0.3783; C -0.0567; C -0.0884; C -0.0582; C -0.1258; N 0.1238; H 0.1118; H 0.0652; H 0.1103; H 0.0962; H 0.1204; H 0.0878; H 0.0962; C -0.0292; C 0.0217; H 0.0720; H 0.0215


DFT (the ωB97M-V functional and the def2-TZVPD basis) results for C8H9NO2 in the gas phase in a non-equilibrium geometry.

Summary:
Electronic energy   -515.472871 a.u.
LUMO energy   -0.005 hartree
HOMO energy   -10.2 eV
HOMO-LUMO gap   10.1 eV
SMILES string   N#CC(C(=O)O)=C1CCCC1

```
! wB97M-V def2-TZVPD RIJCOSX def2/J DEFGRID3
* xyz 0 1
N -2.8555 -1.9329 1.4453
C -2.3463 -1.1187 0.7959
C -1.6393 -0.1608 -0.0110
C -2.5206 0.8445 -0.6960
O -3.5983 1.1580 -0.2731
O -2.0247 1.4039 -1.8191
C -0.2895 -0.1408 0.0348
C 0.6392 0.8381 -0.6581
C 1.9583 0.7114 0.1130
C 1.9983 -0.7740 0.5031
C 0.5427 -1.0828 0.8837
H -1.2489 0.9121 -2.1305
H 0.2254 1.8469 -0.6959
H 0.8078 0.4907 -1.6949
H 1.9247 1.3372 1.0142
H 2.8268 1.0319 -0.4724
H 2.6849 -0.9851 1.3246
H 2.3042 -1.3873 -0.3504
H 0.2560 -2.1245 0.7431
H 0.3547 -0.8678 1.9438
*
```

How is the electron density shared among the atoms? According to Löwdin, the charges in e are: N 0.1783; C -0.1742; C -0.1062; C -0.4822; O 0.1427; O 0.1164; C -0.1372; C -0.1346; C -0.1787; C -0.1797; C -0.1251; H 0.0979; H 0.1254; H 0.1358; H 0.1203; H 0.1134; H 0.1110; H 0.1149; H 0.1244; H 0.1375


DFT (the ωB97M-V functional and the def2-TZVPD basis) results for 2 unconnected molecules or ions with the total composition C8H9NO2 in a non-equilibrium geometry.

Summary:
Electronic energy   -515.185945 a.u.
LUMO energy (spin up / spin down)   -0.031 / -0.026 hartree
HOMO energy (spin up / spin down)   -8.1 / -7.8 eV
HOMO-LUMO gap (spin up / spin down)   7.2 / 7.1 eV

```
! wB97M-V def2-TZVPD RIJCOSX def2/J DEFGRID3
* xyz 0 1
C -2.7447 0.5208 -0.3414
C -2.8202 -0.5455 0.5427
C -1.5929 0.8133 -0.9630
C -1.8414 -1.4239 0.7864
C -0.4950 0.0475 -0.6166
C -0.6236 -1.1317 0.1459
C 0.5423 -1.9294 0.0432
C 2.8292 1.6534 0.4915
N 2.7533 -0.6703 -0.2495
O 2.9982 -0.2615 -1.3206
O 2.6966 0.2492 0.7781
H -3.6977 0.9256 -0.5886
H -3.7513 -0.7359 1.1169
H -1.6232 1.5142 -1.8150
H -1.9117 -2.2556 1.5935
H 0.4650 0.3622 -1.0545
H 0.2307 -3.0359 0.1886
H 2.7986 1.7468 -0.5217
H 3.8031 2.0838 0.8755
H 1.9844 2.0727 0.9086
*
```

How is the electron density shared among the atoms? According to Löwdin, the charges in e are: C -0.0844; C -0.1135; C -0.0793; C -0.0539; C -0.0351; C -0.3530; C 0.1807; C -0.0593; N -0.1207; O 0.0096; O -0.1500; H 0.1049; H 0.1193; H 0.1245; H 0.1545; H 0.1031; H 0.0480; H 0.0291; H 0.1162; H 0.0593